A 3-piece molecular cluster, C18H35BrO11S overall. Source: OMol25; level of theory: the ωB97M-V functional and the def2-TZVPD basis.

```
! RIJCOSX wB97M-V def2-TZVPD def2/J DEFGRID3
* xyz 0 1
Br -0.65 -2.18 2.83
S 5.01 0.24 3.80
O 5.62 -0.05 5.04
O 5.20 1.54 3.25
O 2.71 3.57 -3.49
O 0.40 -0.13 4.31
O 5.34 -0.84 2.68
O -6.04 0.42 0.00
O 3.46 -0.13 3.92
O -5.73 -2.57 -0.90
O 3.17 1.85 -1.03
O -3.55 -1.17 0.70
O 1.47 0.79 -3.50
C 1.96 3.54 -2.30
C -3.76 -0.33 -0.42
C 0.58 -0.74 3.32
C 0.08 0.78 -3.76
C 4.52 1.67 -0.64
C -4.61 -1.98 1.18
C 2.86 -2.45 3.35
C -6.69 1.01 1.12
C 3.25 -2.93 4.55
C 2.27 1.35 -4.53
C -5.32 -3.17 -2.12
C 3.02 -1.03 2.89
C 3.26 2.37 -4.01
C 2.72 3.19 -1.03
C -5.09 -3.08 0.25
C 1.72 -0.48 2.35
C -4.71 0.84 -0.20
C 4.18 -1.00 1.86
H -0.23 1.67 -4.30
H 2.84 0.53 -4.99
H -2.78 0.10 -0.63
H -4.21 -2.47 2.07
H 1.59 4.56 -2.17
H 5.16 2.48 -1.00
H 4.07 -0.31 1.03
H 2.61 -3.61 5.09
H -5.88 -4.08 -2.32
H -0.20 -0.12 -4.32
H 3.96 1.91 -3.30
H -4.25 -3.39 -2.11
H 2.43 -3.12 2.61
H 4.22 -2.67 4.97
H 4.59 1.61 0.45
H -7.48 0.33 1.43
H 3.56 3.89 -0.91
H 2.04 3.32 -0.18
H 1.07 2.91 -2.40
H 3.86 2.68 -4.87
H -4.25 -3.72 -0.01
H -4.04 -0.90 -1.30
H -6.00 1.15 1.95
H -5.51 -2.45 -2.92
H 1.64 1.81 -5.30
H 1.76 0.60 2.23
H -0.43 0.76 -2.80
H -7.13 1.97 0.85
H 1.44 -0.94 1.41
H -4.68 1.46 -1.11
H -5.82 -3.68 0.81
H -4.35 1.45 0.63
H -5.44 -1.36 1.53
H 4.88 0.74 -1.08
H 4.29 -2.00 1.46
*
```

Calculated values
SMILES: C=C[C@]1(CC(=O)Br)COS(=O)(=O)O1.COCCOCCOC.COCCOCCOC
orbital gap: 9.5 eV
calculated total energy: -122627.2754 eV
strongest force on any atom: 0.035 hartree/bohr

=====

A 3-piece molecular cluster, C18H35ClIN4O7S overall. Source: OMol25; level of theory: the ωB97M-V functional and the def2-TZVPD basis.

```
! RIJCOSX wB97M-V def2-TZVPD def2/J DEFGRID3
* xyz 1 1
I 5.52 2.56 -1.08
Cl -1.65 -0.25 -2.85
S 5.55 -1.95 1.73
O 0.84 3.13 -1.38
O -2.81 3.99 2.73
O -3.31 -3.23 2.70
O -1.54 -4.61 2.44
O -4.40 2.42 2.36
O -2.24 1.91 2.75
O -2.64 -4.00 0.68
N 4.01 1.37 -1.71
N 2.68 1.76 -1.78
N 2.87 -0.31 -2.52
N 0.73 0.65 -2.57
C -3.35 -1.78 -0.03
C -3.69 -3.25 0.06
C -3.27 2.74 2.59
C 2.21 3.08 -1.29
C -4.59 5.14 3.95
C -2.60 0.52 2.69
C 0.45 -0.97 -4.49
C 5.29 -0.72 -2.23
C 5.85 -1.11 -0.85
C 1.24 -2.28 -4.60
C 0.16 2.63 -0.21
C 4.77 -1.50 0.15
C -3.82 5.02 2.66
C -1.33 -4.57 3.86
C 0.10 -0.58 -3.05
C 2.03 0.71 -2.30
C -2.58 -3.90 2.01
C 4.07 0.12 -2.16
H 1.00 -0.13 -4.93
H -4.12 -1.24 -0.59
H -0.87 2.48 -0.50
H -4.62 -3.41 0.59
H 0.59 1.69 0.12
H 5.00 -1.62 -2.76
H 6.47 -0.31 -0.43
H 0.58 -3.09 -4.91
H 2.05 -2.19 -5.32
H 0.14 1.46 -2.45
H 6.50 -1.98 -0.99
H -0.53 -5.27 4.06
H 0.21 3.36 0.60
H -3.21 0.24 3.55
H -3.25 5.93 2.46
H -3.29 -1.34 0.97
H -3.78 -3.69 -0.93
H 4.82 -3.04 1.99
H 2.64 3.86 -1.92
H -3.14 0.30 1.77
H -0.48 -1.05 -5.05
H -5.18 4.24 4.14
H 2.57 3.21 -0.27
H -1.04 -3.57 4.17
H 1.68 -2.56 -3.64
H -4.47 4.82 1.81
H 6.06 -0.20 -2.81
H -3.92 5.30 4.79
H -2.24 -4.87 4.38
H 4.18 -2.34 -0.22
H -2.39 -1.64 -0.53
H 0.32 -1.38 -2.36
H -5.28 5.99 3.89
H -1.66 -0.03 2.72
H 4.09 -0.67 0.35
*
```

Calculated values
orbital gap: 7.1 eV
calculated total energy: -70978.1257 eV
strongest force on any atom: 0.010 hartree/bohr

=====

C18H35NP2S2Ti as an isolated structure. Source: OMol25; level of theory: the ωB97M-V functional and the def2-TZVPD basis.

```
! RIJCOSX wB97M-V def2-TZVPD def2/J DEFGRID3
* xyz 2 3
Ti 0.43 -0.40 -0.98
S -0.63 -2.67 -0.87
S -0.98 1.68 -0.77
P -0.99 -0.43 1.54
P 1.86 0.54 0.69
N -0.21 -0.29 -3.00
C 1.31 0.98 2.34
C -0.87 0.98 -3.43
C -1.28 -2.02 2.42
C -0.37 -2.74 -2.69
C -0.37 0.82 4.05
C -2.84 1.81 -0.95
C 2.44 -1.19 1.12
C 0.03 0.55 2.74
C 2.26 -0.22 -1.88
C 2.21 1.59 3.21
C -2.50 -2.71 -0.82
C 2.64 2.12 0.23
C -0.86 -1.53 -3.47
C -0.57 2.12 -2.49
C 1.80 1.82 4.53
C 3.57 -0.02 -1.33
C -2.67 0.23 1.83
C 0.51 1.45 4.94
H 2.88 2.21 -0.83
H -1.79 -1.76 3.36
H 1.95 2.96 0.45
H 1.94 0.62 -2.54
H -1.24 2.97 -2.69
H -1.94 0.78 -3.51
H 4.22 -0.90 -1.19
H -3.33 -0.08 1.01
H -2.96 -1.75 -1.12
H 0.19 1.63 5.97
H 3.20 1.91 2.86
H -3.21 0.88 -1.40
H 1.55 -1.84 1.26
H -2.80 -3.50 -1.52
H -2.67 1.32 1.90
H -0.49 1.22 -4.43
H -3.29 1.97 0.04
H -0.61 -1.65 -4.53
H 1.96 -1.30 -2.10
H -0.97 -3.62 -2.95
H -3.06 -0.20 2.75
H -2.82 -2.98 0.19
H -1.93 -2.67 1.82
H 3.57 2.25 0.81
H 0.69 -2.97 -2.84
H 0.47 2.47 -2.51
H -0.33 -2.52 2.62
H 3.09 -1.65 0.37
H -1.35 0.50 4.39
H -1.94 -1.40 -3.41
H 4.07 0.96 -1.40
H 2.48 2.31 5.22
H 0.67 -0.28 -3.54
H 2.98 -1.07 2.07
H -3.06 2.69 -1.58
*
```

Calculated values
orbital gap (alpha / beta): 6.8 / 8.5 eV
calculated total energy: -84070.5130 eV
strongest force on any atom: 0.068 hartree/bohr
⟨S²⟩: 2.060